No. 1
{
  "formula": "C28H38Br4N2O6Si4Sn",
  "method": "ωB97M-V with the def2-TZVPD basis set",
  "symbols": ["Sn", "Br", "Br", "Br", "Br", "Si", "Si", "Si", "Si", "O", "O", "O", "O", "O", "O", "N", "N", "C", "C", "C", "C", "C", "C", "C", "C", "C", "C", "C", "C", "C", "C", "C", "C", "C", "C", "C", "C", "C", "C", "C", "C", "C", "C", "C", "C", "H", "H", "H", "H", "H", "H", "H", "H", "H", "H", "H", "H", "H", "H", "H", "H", "H", "H", "H", "H", "H", "H", "H", "H", "H", "H", "H", "H", "H", "H", "H", "H", "H", "H", "H", "H", "H", "H"],
  "coordinates": [[1.15561, 1.34062, -0.93990], [-1.86341, 7.82640, -0.81325], [3.50440, 5.85868, -1.24584], [1.37546, 8.44464, -1.09925], [-2.91378, 4.67385, -0.69012], [-1.75303, -3.23571, 0.07077], [-2.86971, -0.61008, -2.10407], [-1.60639, -0.91938, -0.17589], [-2.81168, -0.16450, 1.66472], [2.00286, 3.25511, -1.10514], [5.26926, 1.76467, 0.27930], [5.82200, 3.89188, 1.51888], [4.79942, -5.83905, 0.26336], [-0.54290, 2.74286, -0.81738], [3.17179, 1.04924, 0.14601], [2.10056, -1.71377, -0.65069], [4.05702, -6.20799, -1.83981], [-1.69802, -0.39537, 3.18888], [2.63637, -2.22746, 0.45015], [-0.19592, 4.00669, -0.87762], [-0.61822, 6.39932, -0.89193], [2.85082, 4.93427, 3.30563], [3.47591, -4.12000, -0.73270], [1.64084, 5.60365, -1.08716], [1.94723, 3.93354, 2.96176], [4.06059, 1.82624, 0.59593], [1.19934, 4.29295, -1.03431], [-3.22717, 1.67435, 1.60279], [-1.04076, -4.09873, -1.47379], [0.73415, 6.66455, -1.01706], [4.16817, -5.45069, -0.70230], [2.27253, -2.35704, -1.79529], [-3.41608, -4.13333, 0.33236], [3.64759, 2.88594, 1.58492], [-1.07428, 5.08043, -0.82341], [-0.69592, -3.86222, 1.52426], [-4.44605, -1.02202, 2.14719], [4.14302, 4.91159, 2.82002], [-4.32371, -1.79438, -2.44930], [4.55640, 3.88515, 1.96744], [-1.69759, -0.87040, -3.57955], [-3.58291, 1.12539, -2.30140], [3.33226, -3.42695, 0.46483], [2.94711, -3.56366, -1.89396], [2.35976, 2.92770, 2.10744], [3.06076, -4.02247, -2.86685], [-4.27811, -2.05854, 2.43962], [-0.88428, -0.14152, -3.55001], [1.83149, -1.89833, -2.67420], [-3.62093, 1.98087, 2.57716], [5.86784, 3.07334, 0.92688], [-1.20210, -3.68734, 2.47516], [-5.13711, -1.02985, 1.30289], [-1.74035, -4.04779, -2.31007], [-2.35784, 2.28318, 1.35961], [-1.42513, -1.43982, 3.33618], [-4.16086, -3.84025, -0.40513], [-2.19344, -0.03725, 4.09637], [-5.03835, -1.78219, -1.62588], [-4.32376, 1.35114, -1.53236], [-0.77186, 0.16806, 3.06293], [3.29717, -6.03708, -2.47325], [4.37062, -7.15986, -1.74602], [-4.84876, -1.50258, -3.36380], [-1.25136, -1.86424, -3.55608], [2.53913, 5.74607, 3.95216], [-4.93150, -0.50898, 2.98215], [-3.98194, -2.82205, -2.57107], [-0.51591, -4.93771, 1.43468], [4.85415, 5.68867, 3.06691], [-4.06362, 1.21358, -3.28029], [2.49448, -1.65861, 1.36147], [0.93503, 3.94622, 3.34297], [-3.25654, -5.21391, 0.24867], [-0.11044, -3.63631, -1.79455], [-3.97868, 1.89499, 0.84298], [-3.83326, -3.93142, 1.31902], [3.74152, -3.83240, 1.37849], [0.26649, -3.35661, 1.56695], [-0.84539, -5.15469, -1.26107], [-2.80406, 1.88166, -2.21457], [-2.22474, -0.75149, -4.53149], [1.66867, 2.13859, 1.82790]],
  "forces_ev_per_a": [[-0.10, -0.19, -0.55], [-0.02, 0.02, 0.00], [0.02, 0.00, 0.01], [0.00, 0.02, 0.00], [-0.03, -0.04, 0.02], [0.05, 0.05, -0.05], [0.00, -0.13, 0.06], [0.15, 0.07, 0.19], [-0.04, -0.19, 0.01], [0.09, 0.35, -0.02], [0.00, 0.05, -0.02], [-0.02, -0.10, -0.11], [-0.03, 0.02, -0.17], [0.13, 0.15, 0.16], [-0.40, -0.36, 0.05], [0.10, 0.11, 0.03], [0.05, -0.08, 0.09], [-0.08, 0.15, -0.04], [0.00, -0.05, -0.05], [0.25, -0.08, -0.04], [0.00, 0.25, -0.01], [-0.01, 0.02, 0.00], [0.00, -0.02, 0.08], [0.06, -0.02, 0.00], [-0.02, -0.01, 0.02], [0.14, 0.31, 0.18], [-0.07, -0.49, 0.06], [-0.03, -0.09, 0.02], [-0.09, -0.05, 0.11], [0.01, 0.12, 0.00], [0.01, 0.05, 0.09], [-0.05, -0.05, 0.08], [0.12, -0.01, 0.01], [-0.02, 0.03, 0.01], [-0.18, -0.09, 0.02], [-0.09, -0.03, -0.08], [0.05, 0.07, -0.07], [0.01, -0.04, -0.03], [0.04, 0.12, 0.00], [0.06, 0.04, -0.01], [-0.12, 0.15, -0.02], [0.02, -0.08, 0.02], [-0.08, -0.05, -0.23], [0.07, 0.02, 0.15], [-0.06, -0.08, -0.06], [0.02, -0.04, 0.00], [0.03, -0.06, 0.02], [0.02, 0.03, 0.02], [-0.01, 0.04, -0.02], [-0.02, 0.09, 0.00], [0.05, 0.05, 0.11], [-0.04, 0.03, 0.06], [-0.07, 0.00, -0.05], [-0.06, 0.02, -0.05], [0.10, 0.02, 0.00], [0.00, -0.11, 0.00], [-0.05, 0.03, -0.08], [-0.02, 0.00, 0.05], [-0.07, 0.02, 0.06], [-0.07, -0.05, 0.02], [0.05, 0.03, 0.00], [-0.03, 0.01, -0.01], [-0.01, 0.02, -0.02], [-0.03, 0.02, -0.06], [0.03, -0.12, 0.02], [-0.01, 0.01, 0.02], [-0.02, 0.05, 0.06], [0.06, -0.10, 0.00], [0.00, -0.06, 0.01], [0.02, 0.02, 0.01], [-0.02, 0.07, -0.03], [-0.01, 0.05, -0.01], [-0.02, 0.00, -0.01], [-0.02, -0.05, 0.01], [0.13, 0.06, -0.01], [-0.06, -0.02, -0.01], [0.00, 0.02, 0.05], [0.02, -0.02, 0.00], [0.11, 0.05, -0.02], [0.00, -0.06, -0.01], [0.10, 0.05, -0.01], [0.00, -0.01, -0.05], [0.01, 0.05, 0.05]],
  "homo_energy_ev": -1.4,
  "energy_ha": -13319.31149,
  "charge": -2,
  "gap_ev": 5.16
}

=====

No. 2
{
  "formula": "C28H38BrN3O2PPmS4",
  "method": "ωB97M-V with the def2-TZVPD basis set",
  "symbols": ["Pm", "Br", "S", "S", "S", "S", "P", "O", "O", "N", "N", "N", "C", "C", "C", "C", "C", "C", "C", "C", "C", "C", "C", "C", "C", "C", "C", "C", "C", "C", "C", "C", "C", "C", "C", "C", "C", "C", "C", "C", "H", "H", "H", "H", "H", "H", "H", "H", "H", "H", "H", "H", "H", "H", "H", "H", "H", "H", "H", "H", "H", "H", "H", "H", "H", "H", "H", "H", "H", "H", "H", "H", "H", "H", "H", "H", "H", "H"],
  "coordinates": [[-0.16179, 0.67653, -0.12036], [3.31903, 1.37380, 0.76968], [0.74743, 3.36074, -0.53867], [1.31132, -1.52688, 0.38205], [-2.39321, 2.62456, 0.23790], [-2.00189, -0.58561, 1.48186], [-1.16453, 3.83138, -0.71678], [-1.45923, 3.81180, -2.28736], [-1.43943, 5.37302, -0.37017], [0.91686, 1.34157, 2.14860], [1.05614, -0.05543, -2.42384], [-1.57912, -1.12992, -1.54330], [0.62197, 1.62852, 4.51552], [2.33505, -1.70795, -1.02888], [-3.18572, 3.24379, -3.79330], [-2.47112, -3.42667, -1.43682], [0.14088, 1.42802, 3.24786], [3.45220, -2.66384, -0.97016], [2.22221, 1.46616, 2.29352], [2.96290, -1.28344, -3.34473], [-2.66696, -0.23384, -1.99516], [4.27511, -2.90396, -2.07240], [2.81374, 1.66803, 3.51349], [2.14749, -1.04007, -2.24626], [1.60517, 1.19467, -3.00790], [0.00151, -0.56097, -3.32183], [1.99194, 1.74638, 4.62659], [-3.02659, -4.49731, -0.74712], [-2.15030, -2.23465, -0.77014], [-0.66615, 5.92350, 1.92645], [-2.52170, 5.63940, -3.55453], [-0.33204, 1.67452, 5.71549], [-2.39924, -2.07491, 0.58784], [-2.73634, 4.31861, -2.85747], [-2.97077, -3.16165, 1.26353], [4.05388, -2.22448, -3.26969], [-1.82765, 5.94034, 0.95609], [-2.32975, 7.31964, 0.64777], [-3.27112, -4.36645, 0.61703], [-0.81879, -1.61096, -2.68851], [3.89316, 1.76576, 3.58574], [-0.91147, 1.33767, 3.08843], [0.82895, 1.93811, -3.05372], [2.00509, 1.04374, -4.01064], [4.69027, -2.40086, -4.13998], [2.43809, 1.90878, 5.61064], [-2.26029, 0.64195, -2.48377], [-3.24460, -5.42618, -1.27108], [0.44710, -0.97518, -4.20171], [-3.32477, -0.74879, -2.69851], [-0.18784, -2.42074, -2.36092], [-1.78354, 5.51341, -4.36499], [-0.34596, 4.90636, 2.17457], [-3.46126, 4.41614, -2.06328], [3.61836, -3.19777, -0.03573], [-3.68952, -5.19959, 1.18740], [0.12517, 2.18337, 6.56911], [-3.46911, 5.98437, -4.00391], [-3.17426, 7.28227, -0.05222], [-1.52986, 7.93776, 0.19988], [-2.25709, -3.53985, -2.50286], [-3.21656, 0.08884, -1.14349], [-3.14433, -3.05595, 2.33589], [2.78320, -0.75073, -4.27400], [5.09457, -3.62668, -1.99352], [-0.59613, 0.28196, -3.64470], [-1.26672, 2.20115, 5.47899], [-1.49339, -1.99108, -3.44207], [-0.61018, 0.66527, 6.04666], [-2.39126, 3.03205, -4.53317], [-2.16191, 6.40762, -2.86689], [-3.42521, 2.31630, -3.25209], [-0.96421, 6.42952, 2.86333], [-2.66878, 7.81480, 1.57219], [-4.08784, 3.56624, -4.34023], [2.38992, 1.56400, -2.37233], [-2.62621, 5.34676, 1.34282], [0.20116, 6.45362, 1.50056]],
  "forces_ev_per_a": [[-0.21, -0.52, -0.02], [0.05, 0.00, -0.23], [0.18, 0.19, 0.00], [0.14, -0.34, -0.05], [-0.08, -0.15, 0.19], [-0.25, -0.45, -0.28], [-0.25, 0.77, -0.06], [-0.50, 0.68, -0.39], [-0.16, 0.20, 0.71], [-0.40, -0.10, 0.15], [0.46, 0.37, 0.29], [-0.30, 0.26, 0.43], [-0.61, 0.01, 0.89], [1.68, -1.41, 0.00], [-0.32, -0.62, -0.74], [0.04, 0.05, 0.14], [0.29, 0.00, -0.81], [-1.23, 1.20, -0.49], [-0.26, -0.03, -0.05], [1.83, -1.58, 0.14], [0.41, -0.61, -0.28], [-0.37, 0.21, 0.34], [0.41, 0.15, 0.60], [-0.24, 0.07, -0.14], [-0.10, -0.50, 0.00], [0.56, 0.59, 0.35], [0.72, 0.13, 0.61], [0.06, 0.05, 0.07], [0.10, -0.10, -0.87], [0.39, 0.20, 0.12], [0.25, 0.22, -0.33], [0.22, 0.03, -0.30], [0.09, 0.06, 0.46], [0.72, -0.39, 0.25], [-0.06, -0.39, 0.08], [-1.46, 1.23, -0.19], [0.82, -0.24, -0.90], [-0.03, 0.76, -0.14], [0.02, 0.40, 0.23], [-0.37, -0.22, 0.32], [-0.24, -0.02, 0.05], [-0.55, -0.10, -0.20], [-0.34, 0.34, -0.03], [-0.02, -0.01, -0.10], [-0.27, 0.11, 0.27], [-0.07, -0.05, -0.28], [0.14, 0.28, -0.13], [0.03, 0.19, 0.13], [0.39, -0.29, -0.83], [-0.13, -0.07, -0.09], [0.29, -0.35, 0.18], [-0.25, 0.10, 0.28], [-0.11, 0.09, -0.10], [-0.13, 0.09, 0.48], [-0.12, 0.18, -0.18], [0.13, 0.30, -0.18], [0.02, -0.06, -0.17], [0.33, -0.17, 0.20], [0.21, 0.00, 0.16], [-0.33, -0.28, 0.19], [-0.17, 0.02, 0.47], [-0.55, 0.25, 0.68], [0.01, -0.06, -0.31], [0.12, -0.19, 0.09], [-0.33, 0.29, -0.01], [-0.18, 0.29, -0.04], [0.30, -0.13, -0.08], [-0.28, -0.27, -0.47], [0.14, 0.17, -0.17], [-0.34, 0.07, 0.28], [-0.02, -0.11, -0.04], [0.08, 0.33, -0.16], [0.10, -0.21, -0.41], [0.11, -0.18, -0.30], [0.30, -0.14, 0.18], [0.35, 0.17, 0.24], [-0.61, -0.65, 0.16], [-0.30, -0.13, 0.14]],
  "homo_energy_ev": [-7.1, -7.1],
  "energy_ha": -6521.22822,
  "relative_energy_kcal_mol": 0.0,
  "charge": 0,
  "gap_ev": [7.38, 7.42],
  "multiplicity": 5
}

=====

> Which formula does entry 2 have?

C28H38BrN3O2PPmS4